(1)
This record from the Open Molecules 2025 dataset describes a structure of composition C38H48BrF4OOsPSi. The level of theory is ωB97M-V with the def2-TZVPD basis set.

Output
LUMO level (alpha / beta) in eV: -6.816 / -8.450
ΔE to the lowest compared entry with this formula, charge and spin in kcal per mole: 15.11
Spin multiplicity: 5
Charge: +2
E_tot in Eh: -5246.47496
Highest occupied orbital energy (alpha / beta) in eV: -13.97 / -14.75
Expectation value of S²: 6.033

Structure (XYZ):
```
95
Properties=species:S:1:pos:R:3:forces:R:3:lowdin_spin:R:1
Os -0.414 -0.353 -0.166 -0.3914 0.6955 -0.1990 2.465
C -0.848 1.692 0.568 -0.0494 0.3743 0.2174 0.054
C -1.463 0.669 1.434 -0.0764 -0.1468 0.1995 0.172
C -2.776 0.368 0.820 0.3345 -0.2838 -0.0531 0.048
C -2.996 1.350 -0.160 -0.0976 0.0471 0.0122 0.217
C -1.893 2.237 -0.244 0.1578 -0.0525 0.1172 0.177
C -1.903 3.608 -0.831 -0.0094 -0.0196 -0.1351 0.018
C -2.845 3.738 -2.035 0.0227 -0.0044 0.0684 0.006
C -2.468 4.479 0.326 -0.0111 0.0008 0.0448 0.019
C -0.498 4.107 -1.178 -0.0168 -0.0233 0.0101 0.002
C -3.821 -0.713 1.101 0.0360 0.0455 0.0509 0.002
C -4.518 -0.466 2.453 -0.0358 0.0739 -0.0974 0.001
C -4.917 -0.667 0.028 -0.0165 0.0084 -0.0446 0.000
C -3.193 -2.112 1.051 -0.0376 0.0245 0.0308 0.007
C -0.931 0.486 2.864 -0.0394 -0.0359 -0.0321 0.023
C -1.722 1.464 3.749 0.0014 0.0207 0.0005 0.010
C -1.041 -0.939 3.416 -0.0273 0.0754 -0.0080 0.005
C 0.557 0.865 2.918 0.0225 0.0122 0.0417 0.015
H -0.021 2.307 0.887 0.0329 -0.0596 -0.0073 0.003
H -3.907 1.457 -0.726 0.0738 -0.0247 -0.0490 0.007
H -3.880 3.522 -1.767 0.0246 -0.0165 -0.0090 0.000
H -2.554 3.087 -2.859 0.0226 -0.0203 -0.0313 0.000
H -2.814 4.766 -2.397 -0.0135 -0.0114 0.0078 0.001
H -3.454 4.136 0.643 0.0114 0.0233 -0.0201 0.001
H -2.563 5.502 -0.039 0.0155 -0.0118 0.0189 0.003
H -1.800 4.479 1.189 -0.0140 -0.0040 -0.0195 0.000
H -0.021 3.474 -1.926 0.0224 -0.0267 -0.0480 0.000
H 0.147 4.157 -0.298 -0.0166 -0.0012 -0.0212 0.000
H -0.566 5.115 -1.588 0.0009 -0.0117 0.0178 0.000
H -4.944 0.539 2.489 -0.0060 -0.0162 0.0040 0.000
H -3.867 -0.588 3.311 0.0780 -0.0302 0.0494 0.000
H -5.338 -1.176 2.558 0.0196 -0.0013 0.0001 0.000
H -5.482 0.267 0.053 0.0051 -0.0473 0.0016 0.000
H -5.623 -1.474 0.221 0.0023 0.0043 -0.0193 0.000
H -4.516 -0.814 -0.978 -0.0015 0.0081 0.0189 0.000
H -2.439 -2.263 1.818 -0.0406 0.0091 -0.1151 0.000
H -2.739 -2.297 0.072 -0.0075 0.0028 -0.0024 0.003
H -3.971 -2.864 1.189 0.0018 0.0217 0.0447 0.001
H -2.787 1.234 3.759 0.0394 0.0110 0.0155 0.000
H -1.596 2.494 3.406 0.0040 -0.0319 0.0051 0.000
H -1.351 1.402 4.774 -0.0046 0.0176 -0.0095 0.002
H -2.061 -1.294 3.503 -0.0673 0.0316 0.0261 0.000
H -0.611 -0.955 4.418 0.0126 0.0033 -0.0089 0.001
H -0.478 -1.644 2.804 -0.0484 0.0567 0.0219 0.000
H 0.730 1.929 2.754 -0.0003 -0.0409 0.0055 0.000
H 1.158 0.299 2.197 -0.0037 0.0114 0.0005 0.008
H 0.943 0.626 3.909 -0.0006 0.0217 -0.0085 0.001
F 1.707 3.450 -5.918 -0.0009 -0.0011 -0.0066 0.000
C 1.704 2.670 -4.862 0.0191 0.0679 -0.0595 0.000
C 2.872 2.440 -4.158 0.0613 0.0400 -0.0264 0.001
F 3.999 2.995 -4.552 0.0207 0.0035 0.0048 0.001
C 2.854 1.619 -3.041 0.0074 0.0308 0.0140 0.002
F 4.016 1.409 -2.430 0.0012 -0.0721 0.0118 0.000
C 1.685 1.024 -2.582 -0.0708 0.0576 0.1076 0.008
P 1.718 -0.197 -1.225 0.1679 0.2113 -0.4598 0.065
C 2.895 0.341 0.006 0.0416 0.0530 0.0493 0.004
C 3.010 1.702 0.295 0.0083 -0.0050 0.0843 0.002
C 3.838 2.114 1.324 -0.0166 -0.0246 -0.0050 0.000
C 4.538 1.171 2.072 -0.0123 0.0226 -0.0084 0.003
C 4.408 -0.183 1.797 -0.0005 -0.0066 -0.0058 0.000
C 3.584 -0.605 0.762 -0.0016 0.0138 0.0069 0.002
C 2.285 -1.647 -2.121 -0.0403 -0.0384 0.1309 0.015
C 1.345 -2.445 -2.775 0.0106 -0.0128 0.0087 0.003
C 1.771 -3.434 -3.644 0.0169 -0.0095 0.0008 0.000
C 3.130 -3.639 -3.849 -0.0353 -0.0002 -0.0103 0.000
C 4.065 -2.855 -3.187 0.0345 -0.0079 0.0148 0.001
C 3.649 -1.848 -2.329 0.0465 -0.0219 0.0028 0.003
C 0.529 1.257 -3.327 -0.0370 -0.0361 0.0558 0.005
Br -1.139 0.468 -2.898 -0.0737 -0.2282 -0.0013 0.124
C 0.527 2.068 -4.442 -0.0892 0.0198 -0.0006 0.003
F -0.590 2.297 -5.118 0.0175 -0.0203 -0.0018 0.003
H 2.465 2.436 -0.290 0.0308 -0.0079 0.0071 0.000
H 3.946 3.169 1.542 0.0107 -0.0199 -0.0073 0.000
H 5.194 1.497 2.869 -0.0216 -0.0061 -0.0063 0.000
H 4.953 -0.912 2.382 -0.0079 0.0127 -0.0139 0.000
H 3.478 -1.663 0.551 0.0472 0.0319 -0.0285 0.000
H 0.286 -2.309 -2.596 -0.0150 0.0266 -0.0152 0.002
H 1.045 -4.053 -4.154 0.0079 0.0071 -0.0012 0.000
H 3.461 -4.413 -4.529 0.0031 -0.0092 0.0163 0.000
H 5.122 -3.023 -3.342 -0.0060 0.0117 -0.0078 0.000
H 4.384 -1.226 -1.835 0.0005 0.0137 -0.0016 0.000
C 1.746 -4.487 -0.199 -0.0169 0.2310 -0.2663 0.007
Si 0.638 -3.518 0.923 0.1207 -0.5001 0.3289 0.039
C -0.825 -4.551 1.387 -0.1831 0.0826 0.0336 0.010
C 1.637 -3.010 2.416 -0.0127 0.2338 0.0770 0.005
O 0.006 -2.125 0.170 -0.0229 -0.4777 -0.1421 0.417
H 2.054 -5.377 0.356 -0.0213 0.0033 0.0000 0.001
H 2.649 -3.939 -0.476 0.0125 -0.0529 -0.0307 0.000
H 1.247 -4.810 -1.114 0.0307 -0.0570 0.0274 0.000
H -0.481 -5.569 1.589 -0.0270 0.0027 0.0113 0.001
H -1.562 -4.597 0.581 0.0386 -0.0680 0.0403 0.000
H -1.323 -4.184 2.288 0.0097 -0.0572 -0.0505 0.000
H 2.555 -3.602 2.448 0.0023 0.0043 0.0203 0.000
H 1.094 -3.189 3.347 0.0496 -0.0095 -0.0372 0.000
H 1.925 -1.954 2.399 -0.0135 -0.1104 0.0468 0.000
```
Positions in Å, forces in eV/Å.

(2)
This record from the Open Molecules 2025 dataset describes a cluster of 5 separate species, C38H48BrO25PS4 in total. The level of theory is ωB97M-V with the def2-TZVPD basis set.

Output
LUMO level in eV: -0.873
ΔE to the lowest compared entry with this formula, charge and spin in kcal per mole: 80.27
Charge: 0
E_tot in Eh: -7865.67476
SMILES: COCCCCc1c(CC=O)c2c(c(P(O)O)c1Cc1ccccc1C)C(=O)C(CCC(=O)O)=C(CC(=O)Br)C2=O.O=S1(=O)OCCO1.O=S1(=O)OCCO1.O=S1(=O)OCCO1.O=S1(=O)OCCO1
Highest occupied orbital energy in eV: -7.86

Structure (XYZ):
```
117
Properties=species:S:1:pos:R:3:forces:R:3:mulliken_charge:R:1
C -0.551 -4.494 3.743 0.3642 -0.1188 0.2635 -0.486
O 0.882 -4.451 4.026 -1.2076 1.3335 -0.8168 -0.385
C 1.370 -3.266 3.393 2.4656 0.4539 0.0480 -0.694
C 2.956 -3.332 3.275 -0.7870 -0.5728 -0.9497 0.021
C 3.376 -4.629 2.459 0.5539 0.5328 -0.1577 -0.781
C 4.663 -4.330 1.542 -1.4606 0.0048 -0.1571 -0.924
C 4.158 -3.520 0.306 0.1374 0.6797 -0.6236 1.234
C 3.352 -4.279 -0.691 -0.6269 1.7159 -0.7915 -0.146
C 3.053 -5.808 -0.571 1.1972 0.3272 -0.9093 -0.936
C 4.189 -6.543 -1.418 -0.3796 -0.2040 0.9392 0.030
O 4.686 -7.544 -0.960 -0.0966 0.5502 -0.5906 -0.523
C 2.795 -3.588 -1.862 1.2067 1.2027 1.3572 0.785
C 3.080 -2.135 -2.032 -0.0482 -1.1689 0.7864 -0.290
C 3.884 -1.414 -1.062 0.9935 -1.3172 1.2291 1.306
P 4.120 0.439 -1.400 -1.7584 0.8144 -2.0817 0.366
O 3.699 1.324 -0.020 4.6380 -2.4360 0.2538 -0.601
O 5.753 0.721 -1.822 -0.9746 -0.3030 1.1172 -0.567
C 4.462 -2.092 0.142 -1.8288 -0.9936 -2.2548 -0.731
C 5.310 -1.256 1.138 0.2898 -0.9424 0.5521 -0.508
C 6.738 -1.817 1.426 2.0783 -0.6269 1.4286 0.354
C 7.181 -1.797 2.836 1.2234 -0.4015 -0.9632 -0.510
C 8.497 -2.248 3.273 -0.5729 -0.1189 -2.0581 -0.646
C 9.431 -2.786 2.285 -2.3523 0.9133 -0.4587 -0.568
C 9.006 -2.810 0.883 -0.6702 0.4444 1.5623 -0.810
C 7.685 -2.327 0.435 0.4157 0.1863 1.2791 1.010
C 7.330 -2.350 -1.083 0.9006 -0.9452 0.3173 -0.719
C 2.416 -1.485 -3.293 -0.3641 -0.9854 0.6569 -0.706
O 2.922 -0.629 -3.971 -0.3293 -0.3430 0.2161 -0.546
C 1.011 -2.081 -3.656 -0.9997 -0.7007 -0.2484 0.458
C -0.128 -1.119 -4.178 1.3235 0.3696 1.5151 -1.262
C -0.874 -0.603 -2.850 -0.5978 -1.3185 0.7682 0.205
C -2.426 -0.872 -2.899 -0.4464 0.5691 -0.6282 0.295
O -3.126 -0.367 -3.740 0.5233 -0.2292 0.3628 -0.623
O -3.057 -1.725 -1.998 1.8088 0.6647 -0.0752 -0.475
C 0.741 -3.413 -3.496 0.8712 0.5589 0.5214 1.350
C -0.650 -4.038 -3.811 1.7073 -0.0464 0.3742 -0.636
C -0.874 -4.449 -5.305 -1.7983 -0.1001 0.5863 0.390
O -1.989 -4.693 -5.650 0.7876 0.1433 0.0136 -0.474
Br 0.538 -4.641 -6.648 0.0278 0.2612 0.7832 -0.146
C 1.899 -4.306 -2.928 -0.2004 1.4855 0.0951 -0.553
O 2.086 -5.436 -3.318 -0.2822 0.3971 0.4343 -0.548
H -0.691 -5.264 2.941 -0.2579 0.6228 0.7331 0.236
H -0.889 -3.485 3.374 0.1075 -1.0904 0.4206 0.161
H -1.094 -4.747 4.694 0.4478 0.0790 -1.0353 0.240
H 1.162 -2.326 3.989 -0.3628 -0.9736 -0.6238 0.383
H 1.006 -3.162 2.326 0.0514 -0.1088 1.1089 0.318
H 3.224 -2.461 2.611 -0.2142 -0.6552 0.9309 -0.333
H 3.461 -3.249 4.268 -0.3915 -0.0709 -0.8317 0.411
H 2.493 -4.864 1.799 0.9515 -0.0800 0.8061 0.370
H 3.650 -5.498 3.107 -0.6379 0.6954 -0.3848 0.319
H 5.376 -3.778 2.201 -0.3282 -0.4636 -0.9428 0.178
H 5.115 -5.285 1.148 -0.2883 0.9295 0.6698 0.463
H 2.067 -6.093 -1.035 0.9942 0.4433 0.5903 0.571
H 3.146 -6.218 0.460 -0.1618 0.3963 -0.9340 0.333
H 4.545 -6.101 -2.400 -0.5380 -0.2055 0.8232 0.357
H 4.496 1.868 0.175 -0.5319 -0.3016 0.2512 0.284
H 5.690 1.341 -2.573 -0.0094 -0.4192 0.4611 0.345
H 5.415 -0.176 0.872 -0.3225 -1.0158 -0.1544 0.346
H 4.758 -1.278 2.123 0.6497 0.1706 -0.9693 0.190
H 6.507 -1.388 3.632 0.5040 -0.4312 -0.9455 0.277
H 8.776 -2.174 4.355 -0.3205 -0.1303 -1.2005 0.335
H 10.428 -3.159 2.625 -1.0213 0.3757 -0.5948 0.342
H 9.754 -3.227 0.159 -1.0490 0.5248 0.5068 0.282
H 7.276 -1.333 -1.547 -0.2677 -0.8486 0.5416 0.124
H 8.159 -2.914 -1.600 -0.7853 0.6439 0.4161 0.433
H 6.403 -2.962 -1.254 0.7507 0.8893 0.0518 0.056
H -0.825 -1.622 -4.886 0.6883 0.6084 0.4387 0.428
H 0.400 -0.227 -4.592 -0.7003 -0.8583 -0.2119 0.378
H -0.675 0.481 -2.647 -0.3597 -1.0088 -0.2390 0.431
H -0.502 -1.206 -1.974 -0.0650 0.8653 -0.7779 -0.050
H -2.419 -1.933 -1.284 -0.3937 0.1079 -0.2486 0.358
H -0.771 -4.977 -3.200 0.1566 0.7568 -0.7793 0.364
H -1.460 -3.343 -3.463 0.6291 -0.7245 -0.7721 0.079
O 3.482 4.405 -0.671 -0.2102 -0.3446 -0.0610 -0.642
S 2.260 3.784 -0.278 -0.7552 0.0570 0.0729 1.030
O 1.982 2.420 -0.537 -1.9807 1.9405 -0.5515 -0.192
O 1.034 4.689 -0.827 0.6033 0.1596 0.2904 -0.343
C 0.217 5.109 0.267 -0.4289 -0.2194 0.2823 -0.118
C 1.153 5.175 1.459 0.0864 0.5820 -0.0401 -0.371
O 2.033 4.060 1.299 -0.2213 -0.2708 -0.5264 -0.315
H -0.563 4.358 0.418 0.0069 0.0338 0.0470 0.035
H -0.244 6.071 0.051 0.1626 -0.0459 -0.1838 0.330
H 0.624 5.112 2.408 0.1330 -0.2488 -0.0246 0.329
H 1.755 6.087 1.438 -0.0799 0.0173 0.0123 0.315
O -1.368 -0.508 0.342 0.1048 -0.0970 0.3446 -0.385
S -1.966 0.333 1.326 -0.7747 0.3940 0.0147 1.008
O -1.297 0.709 2.522 0.1632 -0.1872 -0.4568 -0.612
O -3.405 -0.290 1.707 0.6883 0.0877 -0.5216 -0.331
C -4.431 0.674 1.445 -0.3777 0.5639 0.3403 -0.349
C -3.894 1.527 0.315 -0.3923 -0.3453 -0.6393 0.083
O -2.496 1.670 0.594 0.2752 -0.4010 0.6540 -0.308
H -4.582 1.266 2.350 -0.0350 0.0115 -0.0767 0.318
H -5.362 0.177 1.179 0.1921 -0.1876 0.0125 0.333
H -4.378 2.498 0.264 0.2875 0.0295 0.1580 0.025
H -3.997 1.017 -0.647 -0.0316 -0.0179 0.0343 0.170
O -5.895 3.454 1.703 -0.2095 0.3416 0.2605 -0.439
S -6.544 4.699 1.452 -0.4013 0.2337 -0.5885 1.041
O -6.611 5.736 2.421 0.2720 -0.3836 -0.0793 -0.566
O -8.034 4.390 0.918 0.7842 -0.2002 0.1245 -0.322
C -8.213 4.977 -0.375 -0.2352 0.5726 -0.3493 -0.159
C -6.832 4.997 -0.998 -0.1530 -0.5247 -0.3550 -0.314
O -5.949 5.316 0.083 -0.3353 0.0514 0.6494 -0.328
H -8.602 5.989 -0.239 -0.0066 -0.0277 -0.0864 0.127
H -8.921 4.394 -0.963 0.0219 -0.1036 0.2290 0.335
H -6.745 5.732 -1.796 0.1529 0.1020 0.2186 0.341
H -6.556 4.011 -1.382 -0.0522 0.0426 -0.0498 0.249
O -12.065 9.585 -1.267 0.0066 -0.4818 -0.0842 -0.540
S -11.504 8.393 -0.734 0.0216 0.1647 0.4586 1.118
O -11.381 7.193 -1.489 0.0690 0.3903 -0.0140 -0.519
O -12.260 8.056 0.653 0.3152 0.4212 -0.4276 -0.310
C -11.311 8.003 1.721 0.3651 -0.3767 0.2349 -0.257
C -10.194 8.943 1.306 -0.2162 0.4747 0.3779 -0.351
O -10.057 8.748 -0.104 -0.3671 -0.6070 -0.1561 -0.317
H -10.951 6.975 1.808 0.0143 0.0397 0.0481 0.237
H -11.776 8.304 2.658 -0.1722 0.0295 -0.1884 0.308
H -9.257 8.727 1.817 0.0430 -0.0815 -0.2601 0.322
H -10.470 9.986 1.479 0.0111 -0.0469 0.0555 0.319
```
Positions in Å, forces in eV/Å.

E_tot of number 1 (C38H48BrF4OOsPSi)?
-5246.47496 Eh

Among the records above, which one has the highest charge?
C38H48BrF4OOsPSi